[1]
{
  "formula": "C17H11CaN5O6",
  "method": "the ωB97M-V functional and the def2-TZVPD basis",
  "elements": ["Ca", "O", "C", "N", "C", "O", "C", "C", "C", "C", "C", "N", "C", "C", "C", "C", "C", "N", "H", "H", "H", "H", "H", "H", "H", "H", "O", "C", "O", "C", "C", "N", "N", "C", "C", "O", "O", "H", "H", "H"],
  "xyz": [[0.222, 0.288, 0.441], [0.171, -1.728, -3.397], [0.283, -1.045, -2.410], [-0.138, -1.279, -1.112], [-0.865, -2.403, -0.746], [-1.187, -3.362, -1.403], [-1.341, -2.394, 0.752], [-1.987, -3.515, 1.238], [-2.432, -3.513, 2.546], [-2.231, -2.397, 3.343], [-1.588, -1.315, 2.792], [-1.151, -1.299, 1.522], [0.996, 0.342, -2.599], [1.575, 0.616, -3.824], [2.194, 1.838, -4.009], [2.214, 2.766, -2.980], [1.607, 2.430, -1.793], [1.006, 1.245, -1.595], [-2.123, -4.356, 0.574], [-2.936, -4.383, 2.950], [-2.561, -2.361, 4.372], [-1.406, -0.424, 3.382], [1.520, -0.137, -4.597], [2.663, 2.071, -4.957], [2.691, 3.730, -3.088], [1.595, 3.125, -0.961], [0.839, 4.534, 4.497], [0.103, 4.989, 3.491], [-0.173, 6.154, 3.359], [-0.408, 4.007, 2.488], [-1.451, 4.341, 1.664], [-1.702, 3.280, 0.892], [-0.882, 2.245, 1.141], [-0.071, 2.687, 2.127], [1.015, 1.773, 2.758], [1.272, 2.010, 3.931], [1.540, 0.876, 2.013], [0.999, 3.565, 4.387], [-2.015, 5.257, 1.597], [-2.419, 3.177, 0.191]],
  "forces_ev_per_a": [[-0.0836, 0.0921, -0.2577], [-0.0578, -0.2189, -0.1195], [0.0102, 0.3415, 0.5386], [-0.2757, -0.5903, -0.5533], [0.1893, 0.5550, 0.2783], [0.0063, -0.1443, -0.2180], [0.2863, 0.7150, -0.3348], [-0.0089, -0.1388, -0.0607], [-0.1270, -0.2010, 0.1308], [-0.0972, -0.1510, 0.0731], [0.2447, 0.1727, -0.4954], [-0.2870, -0.7888, -0.0013], [-0.4220, -0.1633, 0.6470], [0.0183, -0.0665, -0.0864], [0.1250, 0.0546, -0.2629], [0.0649, 0.0749, -0.1068], [-0.2889, -0.4336, 0.1937], [0.2409, -0.1716, -0.6564], [-0.0043, 0.0044, 0.0222], [0.0132, 0.0115, -0.0234], [-0.0109, -0.0430, -0.0198], [0.0433, 0.0544, -0.0505], [0.0205, 0.0159, -0.0005], [-0.0177, -0.0144, 0.0178], [-0.0007, -0.0283, -0.0412], [-0.0199, -0.0263, 0.0683], [-0.2565, 0.3536, -0.3554], [0.3721, 0.0400, 0.2114], [-0.0831, 0.0247, 0.1096], [0.1091, -0.0662, 0.2309], [-0.2722, 0.0910, -0.2454], [-0.1624, -0.3337, -0.3041], [0.4644, 0.9489, 0.8230], [0.0228, -0.6192, -0.0500], [0.0643, -0.0065, -0.7180], [0.1544, 0.0432, 0.2904], [-0.1174, 0.9432, 1.1702], [0.0442, -0.3584, 0.0718], [0.0521, -0.0279, 0.0133], [0.0470, 0.0553, 0.0712]],
  "nbo_charge": [1.79, -0.56, 0.65, -0.91, 0.65, -0.56, 0.13, -0.22, -0.14, -0.25, 0.05, -0.56, 0.13, -0.22, -0.14, -0.25, 0.04, -0.56, 0.26, 0.22, 0.23, 0.21, 0.26, 0.22, 0.23, 0.20, -0.67, 0.78, -0.59, -0.27, 0.04, -0.31, -0.40, 0.05, 0.76, -0.66, -0.84, 0.51, 0.25, 0.42],
  "e_tot_ha": -2057.47178,
  "orbital_gap_ev": 9.2,
  "e_above_lowest_kcal_mol": 9.6,
  "largest_force_ev_per_a": 1.51
}


[2]
{
  "formula": "C17H12AuNO5S",
  "method": "the ωB97M-V functional and the def2-TZVPD basis",
  "elements": ["O", "C", "Au", "C", "O", "C", "O", "C", "O", "C", "O", "H", "N", "S", "C", "C", "C", "C", "C", "C", "C", "C", "C", "C", "C", "C", "H", "H", "H", "H", "H", "H", "H", "H", "H", "H", "H"],
  "xyz": [[-1.617, -4.465, 2.676], [-2.715, -4.775, 2.507], [-2.600, -0.943, -0.967], [-3.211, 0.938, -2.813], [-3.289, 1.865, -3.481], [-5.550, -0.265, -0.568], [-6.579, -0.663, -0.764], [-4.326, 0.111, 0.266], [-4.380, 0.809, 1.281], [-2.007, -2.282, -2.399], [-1.172, -2.948, -2.979], [-3.582, -1.946, -1.609], [-0.733, -0.606, -0.611], [-0.239, 0.391, 0.609], [1.190, -0.481, 1.341], [2.295, -0.808, 0.582], [3.339, -1.538, 1.136], [3.256, -1.942, 2.489], [2.168, -1.562, 3.251], [1.124, -0.845, 2.710], [0.621, 1.678, -0.303], [1.273, 2.735, 0.361], [1.972, 3.674, -0.387], [2.026, 3.568, -1.776], [1.382, 2.528, -2.422], [0.662, 1.580, -1.697], [-0.134, -1.405, -0.560], [2.344, -0.487, -0.470], [4.210, -1.805, 0.536], [4.082, -2.518, 2.927], [2.129, -1.852, 4.326], [0.241, -0.546, 3.273], [1.214, 2.770, 1.455], [2.472, 4.507, 0.133], [2.564, 4.334, -2.358], [1.423, 2.444, -3.519], [0.149, 0.750, -2.175]],
  "forces_ev_per_a": [[-3.0235, -0.8365, -0.4752], [3.0289, 0.8601, 0.4610], [-2.2947, -0.9025, -1.2045], [-0.1875, 3.0744, -2.2142], [0.2102, -2.8509, 2.0504], [4.3236, 2.4437, 3.6581], [-1.6732, -0.9962, -1.0119], [-2.6008, -1.3358, -1.0995], [0.5449, -0.8688, -2.0080], [7.3222, -5.0790, -3.7967], [-7.1034, 5.2534, 4.3538], [-1.9067, -0.3612, -0.2453], [2.4606, 1.3268, 1.7402], [1.7727, 0.6022, 0.7124], [-0.7111, -0.2005, 1.2442], [0.3008, 0.1510, -1.2621], [-0.0896, -0.3531, 0.7586], [0.7039, 0.2353, -1.0315], [-0.0944, -0.4934, 1.5941], [-0.7810, 0.6735, -1.3407], [0.4053, 0.6005, -0.7496], [-0.5329, -0.7567, 0.3136], [0.0755, 0.3015, 0.5020], [0.2697, 0.5389, -0.1465], [-0.2177, -0.2320, -0.6305], [0.0245, -0.0482, 0.4239], [0.3585, -0.6831, -0.3433], [0.0971, -0.1402, 0.5105], [-0.3250, 0.1305, 0.1718], [-0.4924, 0.2865, -0.1721], [-0.0026, 0.2887, -1.0151], [0.2864, -0.1782, 0.1472], [0.1856, 0.2294, -0.4182], [-0.2921, -0.5419, -0.3637], [-0.2827, -0.5292, 0.3536], [-0.0045, 0.0794, 0.6346], [0.2456, 0.3116, -0.1014]],
  "nbo_charge": [-0.52, 0.52, 1.06, 0.43, -0.38, 0.66, -0.25, 0.04, -0.18, 0.55, -0.28, 0.05, -1.27, 1.09, -0.26, -0.17, -0.20, -0.14, -0.20, -0.19, -0.26, -0.20, -0.19, -0.11, -0.21, -0.23, 0.42, 0.23, 0.25, 0.25, 0.25, 0.24, 0.24, 0.25, 0.24, 0.24, 0.22],
  "e_tot_ha": -1618.88618,
  "orbital_gap_ev": [5.8, 4.0],
  "multiplicity": 3,
  "e_above_lowest_kcal_mol": 58.0,
  "largest_force_ev_per_a": 9.85,
  "total_charge": 2,
  "s2": 2.023
}